Version one
Entry from the Open Molecules 2025 dataset: a 4-piece molecular cluster, C8H24O4 overall (ωB97M-V with the def2-TZVPD basis set).

Geometry as XYZ:
```
36
Properties=species:S:1:pos:R:3
C -2.25 4.01 1.92
C -1.41 4.06 0.66
O -1.79 3.03 -0.28
H -2.19 3.03 2.41
H -3.30 4.19 1.69
H -1.93 4.78 2.63
H -0.35 3.90 0.87
H -1.53 5.03 0.17
H -2.58 3.31 -0.75
C 2.39 -4.29 0.28
C 3.58 -4.07 -0.62
O 3.59 -5.09 -1.62
H 1.47 -4.40 -0.30
H 2.29 -3.42 0.93
H 2.51 -5.16 0.93
H 4.51 -4.15 -0.05
H 3.53 -3.08 -1.08
H 4.43 -5.07 -2.09
C 0.72 -0.52 2.13
C 0.15 0.89 2.17
O -1.18 0.90 1.66
H 0.65 -0.95 1.13
H 0.20 -1.16 2.84
H 1.79 -0.47 2.38
H 0.80 1.58 1.62
H 0.11 1.23 3.21
H -1.29 1.61 1.02
C -1.77 -0.17 -3.58
C -1.02 0.11 -2.29
O -1.94 0.09 -1.21
H -2.27 0.73 -3.96
H -2.54 -0.93 -3.46
H -1.08 -0.48 -4.37
H -0.54 1.09 -2.37
H -0.25 -0.66 -2.16
H -1.52 0.54 -0.47
```

HOMO level	-9.74	eV
SMILES	CCO.CCO.CCO.CCO

Version two
Entry from the Open Molecules 2025 dataset: a 4-piece molecular cluster, C8H24O4 overall (ωB97M-V with the def2-TZVPD basis set).

Geometry as XYZ:
```
36
Properties=species:S:1:pos:R:3
C 0.91 -0.14 5.54
C 1.66 -0.25 4.19
O 1.20 0.68 3.16
H 1.36 -0.67 6.38
H -0.08 -0.58 5.43
H 0.74 0.87 5.91
H 1.63 -1.26 3.78
H 2.64 -0.08 4.63
H 1.67 1.50 3.32
C -2.72 0.91 0.55
C -1.31 1.37 0.32
O -0.37 0.33 0.43
H -3.34 1.63 1.08
H -2.69 -0.02 1.12
H -3.21 0.63 -0.38
H -0.96 2.09 1.06
H -1.30 1.83 -0.67
H -0.35 0.22 1.38
C -0.67 0.37 -3.65
C -1.33 1.71 -3.47
O -1.91 2.17 -4.66
H -0.11 0.34 -4.59
H -1.43 -0.41 -3.70
H -0.07 0.12 -2.77
H -0.74 2.47 -2.96
H -2.18 1.62 -2.80
H -1.27 2.37 -5.35
C 0.75 -2.81 -1.36
C 2.06 -1.97 -1.17
O 2.52 -1.80 -2.48
H 0.04 -2.98 -0.55
H 1.01 -3.63 -2.03
H 0.20 -2.14 -2.03
H 2.74 -2.36 -0.42
H 1.76 -1.03 -0.70
H 3.17 -1.10 -2.50
```

HOMO level	-10.01	eV
SMILES	CCO.CCO.CCO.CCO

Version three
Entry from the Open Molecules 2025 dataset: a 4-piece molecular cluster, C8H24O4 overall (ωB97M-V with the def2-TZVPD basis set).

Geometry as XYZ:
```
36
Properties=species:S:1:pos:R:3
C 1.73 1.97 3.85
C 0.95 2.50 2.58
C 0.18 1.39 1.82
O 0.05 3.47 3.10
H 1.15 1.37 4.46
H 2.12 2.71 4.34
H 2.38 1.35 3.50
H 1.59 2.95 1.93
H 0.98 0.75 1.77
H -0.26 1.43 0.86
H -0.66 0.98 2.28
H -0.28 3.96 2.26
C 0.14 -0.54 -5.08
C -1.17 0.04 -4.44
C -1.06 0.95 -3.23
O -1.86 0.76 -5.37
H 0.76 -1.00 -4.37
H 0.73 0.38 -5.51
H -0.19 -1.23 -5.86
H -1.93 -0.70 -4.24
H -0.71 0.36 -2.35
H -1.90 1.45 -3.02
H -0.49 1.85 -3.38
H -2.82 0.73 -5.04
C 0.95 -2.12 3.68
O -0.35 -2.42 3.12
H 1.60 -2.40 2.95
H 1.19 -2.49 4.68
H 1.22 -0.97 3.47
H -0.42 -3.34 2.86
C -0.64 -2.53 -0.56
O -0.17 -1.41 0.18
H -1.66 -2.74 -0.38
H -0.09 -3.38 -0.40
H -0.65 -2.32 -1.46
H -0.42 -1.74 0.98
```

HOMO level	-9.77	eV
SMILES	CC(C)O.CC(C)O.CO.CO

Name the least stable of them. version three.